{"formula": "C67H133BN7O15", "method": "ωB97M-V/def2-TZVPD", "e_tot_ha": -4169.1607, "charge": -1, "relative_energy_kcal_mol": 192.2, "spin_multiplicity": 1, "max_force_ev_per_a": 6.4, "homo_lumo_gap_ev": 8.270, "lumo_energy_ha": 0.067, "species": ["O", "C", "O", "B", "O", "C", "O", "O", "C", "O", "C", "O", "O", "C", "C", "C", "C", "C", "C", "N", "O", "C", "C", "C", "H", "H", "H", "H", "H", "H", "H", "H", "H", "H", "H", "H", "H", "H", "H", "H", "H", "H", "H", "C", "C", "C", "C", "C", "C", "N", "O", "C", "C", "C", "H", "H", "H", "H", "H", "H", "H", "H", "H", "H", "H", "H", "H", "H", "H", "H", "H", "H", "H", "C", "C", "C", "C", "C", "C", "N", "O", "C", "C", "C", "H", "H", "H", "H", "H", "H", "H", "H", "H", "H", "H", "H", "H", "H", "H", "H", "H", "H", "H", "C", "C", "C", "C", "C", "C", "N", "O", "C", "C", "C", "H", "H", "H", "H", "H", "H", "H", "H", "H", "H", "H", "H", "H", "H", "H", "H", "H", "H", "H", "C", "C", "C", "C", "C", "C", "N", "O", "C", "C", "C", "H", "H", "H", "H", "H", "H", "H", "H", "H", "H", "H", "H", "H", "H", "H", "H", "H", "H", "H", "C", "C", "C", "C", "C", "C", "N", "O", "C", "C", "C", "H", "H", "H", "H", "H", "H", "H", "H", "H", "H", "H", "H", "H", "H", "H", "H", "H", "H", "H", "C", "C", "C", "C", "C", "C", "N", "O", "C", "C", "C", "H", "H", "H", "H", "H", "H", "H", "H", "H", "H", "H", "H", "H", "H", "H", "H", "H", "H", "H"], "positions_angstrom": [[-6.4698, 11.2006, -11.5806], [-5.3413, 10.6752, -11.5321], [-4.2460, 10.9876, -10.9077], [-3.2093, 10.0273, -11.2303], [-3.7384, 9.1676, -12.3002], [-5.0268, 9.5149, -12.5322], [-5.8392, 8.8505, -13.1530], [-2.9086, 9.1540, -10.0791], [-1.6691, 9.1727, -9.7720], [-1.0387, 8.4809, -8.9188], [-1.0477, 10.1595, -10.7563], [-1.9598, 10.6029, -11.5884], [0.1708, 10.5238, -10.7309], [-15.3045, 7.4759, -7.3547], [-13.8946, 7.0286, -7.7727], [-13.1709, 6.2011, -6.6353], [-13.5563, 4.6635, -6.4476], [-13.4506, 3.9879, -7.7979], [-14.0986, 4.7168, -9.0592], [-13.6878, 6.1830, -9.0492], [-14.0459, 6.8567, -10.2455], [-13.5395, 3.9834, -10.2813], [-15.6434, 4.5325, -8.9702], [-12.8507, 8.2879, -8.0187], [-15.1887, 8.3279, -6.6848], [-15.6389, 6.5983, -6.8015], [-15.9686, 7.7447, -8.1762], [-12.0934, 6.2387, -6.7958], [-13.3669, 6.6974, -5.6848], [-14.5735, 4.5587, -6.0701], [-12.8789, 4.0841, -5.8204], [-13.7622, 2.9440, -7.7637], [-12.3926, 3.9721, -8.0597], [-13.7645, 2.9243, -10.1550], [-13.9097, 4.3964, -11.2196], [-12.4967, 4.1639, -10.5423], [-16.0436, 4.5149, -7.9565], [-16.1988, 5.3061, -9.5005], [-16.0171, 3.6397, -9.4716], [-11.9960, 7.9998, -8.6308], [-12.5901, 8.8728, -7.1366], [-13.3804, 8.8759, -8.7682], [-13.2373, 7.3217, -10.4726], [-0.7963, 6.9310, -18.9506], [0.6812, 6.6052, -18.7570], [1.3973, 6.6740, -20.1290], [1.7995, 8.1432, -20.5504], [2.4408, 8.8619, -19.4146], [1.7237, 8.8520, -18.0574], [1.4049, 7.4725, -17.7358], [0.8149, 7.3657, -16.4932], [2.7092, 9.3545, -16.9452], [0.4697, 9.7120, -18.0831], [0.8397, 5.1691, -18.3118], [-0.7832, 7.6829, -19.7397], [-1.2359, 7.4117, -18.0767], [-1.3912, 6.1058, -19.3421], [2.3621, 6.1773, -20.0261], [0.8045, 6.1551, -20.8823], [0.8648, 8.5985, -20.8780], [2.5373, 8.0248, -21.3439], [2.5801, 9.8777, -19.7843], [3.4529, 8.4795, -19.2814], [2.2128, 9.5690, -15.9988], [3.5187, 8.6456, -16.7714], [3.1743, 10.2740, -17.3007], [0.8850, 10.6878, -17.8310], [0.0270, 9.8129, -19.0741], [-0.2549, 9.4488, -17.3125], [0.4577, 4.9983, -17.3053], [1.8950, 5.0171, -18.0851], [0.4896, 4.4046, -19.0054], [-0.0566, 7.7455, -16.6260], [3.8542, 2.1850, -12.3869], [4.7121, 2.6854, -11.2051], [5.6990, 1.5968, -10.7056], [6.9784, 1.3444, -11.5905], [7.6916, 2.6493, -11.7831], [6.7714, 3.7852, -12.2770], [5.5439, 3.9095, -11.4552], [4.8086, 5.0838, -11.8163], [7.5881, 5.1098, -12.2627], [6.4182, 3.4092, -13.7577], [3.6229, 2.8977, -10.0528], [3.4611, 1.1828, -12.2157], [4.3065, 2.0133, -13.3636], [3.0115, 2.8231, -12.6529], [6.0876, 1.8927, -9.7311], [5.1926, 0.6328, -10.7543], [6.7984, 0.8589, -12.5496], [7.6779, 0.7416, -11.0113], [8.5452, 2.4617, -12.4345], [8.0064, 3.0283, -10.8108], [8.0498, 5.4817, -11.3481], [8.4211, 5.0727, -12.9647], [7.0254, 5.8472, -12.8352], [7.0425, 4.0489, -14.3816], [6.5871, 2.3374, -13.8624], [5.4283, 3.7403, -14.0718], [2.8798, 3.6772, -10.2208], [4.0218, 3.3556, -9.1477], [2.9964, 2.1095, -9.6351], [4.4141, 4.9117, -12.6744], [-11.2112, 11.4164, -17.2006], [-10.7104, 12.1247, -18.4679], [-10.7949, 13.6144, -18.0166], [-9.9725, 14.5395, -18.8718], [-8.5421, 14.0724, -18.9036], [-8.3379, 12.5662, -19.3546], [-9.3573, 11.7413, -18.6904], [-9.1470, 10.4426, -18.9853], [-8.4922, 12.5042, -20.9083], [-6.8158, 12.2384, -18.9268], [-11.6337, 11.9517, -19.6966], [-12.1402, 11.8863, -16.8778], [-10.5269, 11.4766, -16.3543], [-11.4419, 10.3667, -17.3822], [-11.7648, 14.1108, -18.0474], [-10.3615, 13.6109, -17.0165], [-10.0170, 15.5255, -18.4092], [-10.3616, 14.5799, -19.8892], [-8.1443, 14.2666, -17.9076], [-8.1768, 14.8977, -19.5149], [-9.3742, 13.0590, -21.2281], [-7.7564, 13.1027, -21.4454], [-8.5176, 11.4784, -21.2760], [-6.0773, 12.9861, -19.2159], [-6.5882, 12.0930, -17.8708], [-6.4641, 11.3397, -19.4336], [-11.5944, 10.9286, -20.0706], [-11.2000, 12.5093, -20.5267], [-12.6172, 12.3839, -19.5124], [-8.9371, 10.0729, -18.1246], [-4.3000, 0.6593, -12.7531], [-5.3746, 1.1986, -11.8469], [-6.0973, -0.0517, -11.1548], [-7.0069, 0.3160, -10.0667], [-6.3225, 1.1290, -8.9966], [-5.6115, 2.4090, -9.6099], [-4.7779, 2.0046, -10.8077], [-4.0038, 3.0878, -11.2393], [-6.6353, 3.5583, -9.8501], [-4.6483, 2.8655, -8.5051], [-6.3782, 1.9730, -12.8254], [-3.5573, 1.3829, -13.0892], [-4.6661, -0.0317, -13.5124], [-3.6263, 0.0848, -12.1174], [-6.6800, -0.5085, -11.9546], [-5.2899, -0.6608, -10.7483], [-7.5842, -0.5011, -9.6340], [-7.7683, 1.0114, -10.4201], [-5.5392, 0.6432, -8.4148], [-7.1662, 1.3798, -8.3537], [-6.1253, 4.5175, -9.9386], [-7.1798, 3.3481, -10.7707], [-7.2291, 3.6434, -8.9400], [-4.0906, 2.0596, -8.0280], [-4.0987, 3.7275, -8.8832], [-5.2013, 3.2680, -7.6564], [-6.2602, 1.5785, -13.8346], [-6.0621, 3.0147, -12.8806], [-7.4198, 1.7411, -12.6030], [-4.6726, 3.7633, -11.3731], [-5.2600, 13.3026, -2.1250], [-4.8116, 13.6901, -3.5043], [-5.9434, 14.6326, -4.0344], [-5.7098, 15.3376, -5.3915], [-4.3329, 16.0085, -5.2688], [-3.0972, 15.1996, -4.8013], [-3.5384, 14.3914, -3.6040], [-2.4472, 13.7792, -2.9649], [-2.5032, 14.2713, -5.9357], [-2.0200, 16.2232, -4.3853], [-4.9275, 12.4286, -4.4528], [-5.1831, 14.1582, -1.4541], [-4.6621, 12.5249, -1.6500], [-6.3120, 13.0243, -2.0614], [-6.8492, 14.0263, -4.0371], [-6.1961, 15.3313, -3.2369], [-6.5147, 16.0724, -5.4060], [-5.6672, 14.6471, -6.2339], [-4.3760, 16.9398, -4.7040], [-4.0783, 16.3363, -6.2767], [-1.5765, 13.8013, -5.6065], [-3.1776, 13.4618, -6.2149], [-2.3941, 14.8651, -6.8432], [-2.4038, 16.8227, -3.5598], [-1.0880, 15.7676, -4.0508], [-1.7030, 16.8625, -5.2093], [-5.7318, 11.7564, -4.1540], [-4.0383, 11.8043, -4.3647], [-4.9118, 12.6701, -5.5156], [-2.4593, 14.0842, -2.0548], [2.7117, 6.6549, -1.9351], [3.7103, 7.1749, -0.8418], [4.5266, 6.0289, -0.1662], [5.6637, 6.4133, 0.7547], [6.6152, 7.2894, -0.0050], [5.9015, 8.5404, -0.7019], [4.6918, 8.0653, -1.5036], [4.0394, 9.2150, -2.0771], [5.4557, 9.6492, 0.3363], [6.8794, 9.0663, -1.7945], [2.8095, 7.7797, 0.2414], [2.0524, 5.8402, -1.6355], [3.3071, 6.1338, -2.6848], [2.1196, 7.5229, -2.2248], [3.8212, 5.4369, 0.4170], [4.9592, 5.3002, -0.8517], [6.2233, 5.5248, 1.0472], [5.4257, 6.7823, 1.7524], [7.3127, 6.7539, -0.6491], [7.3679, 7.6651, 0.6882], [4.8542, 9.0969, 1.0584], [6.3354, 10.0177, 0.8640], [4.8607, 10.4161, -0.1597], [6.6295, 10.0340, -2.2296], [7.8250, 9.3477, -1.3310], [7.1883, 8.3527, -2.5583], [2.9987, 7.6181, 1.3027], [1.7528, 7.5557, 0.0954], [2.8864, 8.8640, 0.1608], [3.7292, 9.6025, -1.2554]], "forces_ev_per_angstrom": [[3.2769, -0.8984, 1.1914], [-3.6143, 0.9890, -2.7379], [-0.5789, 0.7499, 0.7568], [-0.3056, -1.3334, -0.3457], [-1.2669, 0.6581, -0.7808], [-0.2721, -2.4086, 1.0189], [1.4421, 1.5444, 0.4489], [-1.8859, -0.6373, 0.8170], [3.5548, -2.3317, 2.4631], [-2.5416, 2.5746, -2.9128], [6.0781, 1.8510, 0.5117], [0.8001, 0.6063, -0.1025], [-4.7307, -1.3650, -0.3445], [1.0740, -0.6908, -0.1228], [3.3364, -0.1845, -1.0343], [-0.6492, -1.1459, 0.3496], [-0.4326, 1.2543, -1.3653], [0.4934, 0.9619, -1.4407], [-0.4670, 0.4164, 1.2096], [0.4231, -0.9074, 1.7157], [-0.7509, -0.2122, 0.4661], [-0.1097, 0.9918, -0.7400], [-0.2956, 0.2260, -0.6139], [-2.2776, -1.1467, -1.1534], [-0.1806, -0.0511, 0.0964], [-0.8463, 0.3230, 0.0727], [0.1382, -0.1568, -0.0117], [-0.0315, 0.0770, -0.1855], [0.0197, 0.2409, 0.0427], [-0.0527, 0.0811, 0.2526], [0.0164, 0.5747, 0.4977], [-0.3112, 0.0113, -0.1284], [0.2621, -0.1342, 0.0711], [0.1262, 0.0434, -0.3569], [-1.0807, -0.3148, 0.0473], [0.5053, -0.2619, 1.1391], [0.2656, 0.0365, 0.1419], [0.2833, 0.4124, -0.0109], [0.3991, -0.4203, 0.1311], [0.3770, -0.5598, 0.7597], [-0.1239, -0.1955, -0.0662], [-0.2465, 0.7827, 0.4137], [0.1473, -0.0517, -0.1799], [0.3872, 1.2073, -0.6240], [0.4450, -0.3442, -0.0775], [1.1368, 1.5186, 0.6640], [-1.4118, -2.4428, 0.1817], [0.5773, 0.6801, 0.2911], [0.1874, -0.4075, 0.3328], [0.7691, -1.8739, -1.8616], [-0.1680, -0.1624, 0.2806], [-0.3134, 0.0869, -0.7480], [0.8433, 1.2208, -0.0331], [0.9198, -0.3283, 1.5836], [-0.5743, 0.2567, -0.0023], [-0.3508, -0.4017, -0.0206], [0.0729, -0.1253, 0.4292], [-0.0623, -0.4412, 0.0450], [-0.0197, 0.0796, -0.0182], [0.2811, 0.5227, -0.3506], [-0.3536, 0.3847, -0.3577], [0.0278, 0.4136, 0.4835], [0.0762, -0.2140, 0.1830], [-0.0860, -0.1304, -0.1091], [-0.1920, -0.1917, -0.0596], [-0.0395, 0.1911, 0.0063], [-0.6217, 0.4294, 0.0526], [-0.2206, -0.2895, 0.1333], [-0.0558, 0.1339, -0.1760], [-0.7973, 0.0129, -0.1563], [0.3159, -0.1716, -0.5552], [-0.1378, 0.2554, -0.0685], [-0.6300, 0.1189, 0.5709], [0.0116, -0.5014, -1.2121], [-0.8859, -0.1404, 0.3830], [0.7958, -0.3796, -1.6691], [-0.6342, 0.7343, 1.0008], [-0.6803, 0.8664, 0.6873], [0.1749, -0.1897, -1.2356], [0.0062, -0.0559, 1.2039], [0.4117, -1.0605, 0.5409], [-0.2418, -0.0163, -1.4226], [0.4038, 1.3846, 0.3993], [0.4939, 1.7677, 0.7351], [-0.2907, 0.0844, 0.6790], [0.8011, 0.2780, 0.1621], [-0.1132, 0.2014, 0.5231], [-0.3876, -0.2708, 0.1903], [-0.3491, 0.1152, 0.8614], [-0.3118, -0.1589, 0.1285], [-0.2368, -0.5206, -0.0706], [0.1037, 0.6606, -0.0956], [0.5420, -0.3098, 0.1897], [-0.7818, -0.1338, 0.3006], [0.4096, -0.9328, 0.0291], [-0.4610, 0.5162, 0.8889], [0.4706, -0.6461, -0.3476], [-0.2566, 0.3181, -0.6845], [-0.2325, -0.4435, 0.2182], [0.0145, 0.0768, -1.1280], [0.9584, -0.2258, 0.0712], [0.5391, -0.9226, -0.8267], [-0.2730, -0.0881, -0.5040], [-0.8044, -0.8400, -0.3748], [-1.7766, 1.2217, 0.5465], [1.0056, 0.1797, -0.6387], [-0.1449, -0.7846, 0.4104], [-0.4800, 0.3242, 0.0411], [1.0345, 2.2439, -0.2152], [2.2776, 3.0593, 0.7683], [-0.2920, -2.2039, -0.3459], [0.1147, 0.5860, 0.3077], [-0.7676, -0.7681, -0.6027], [0.9105, 0.0148, -0.1183], [-0.1307, -0.0276, -0.0339], [0.2700, 0.1340, -0.2527], [0.0521, -0.1555, 0.0051], [-0.6061, -1.0579, 0.4909], [-0.2328, 0.4048, 0.2113], [0.0174, 0.2454, -0.3128], [-0.2211, 0.2079, -0.0557], [0.2624, -0.4478, 0.1224], [1.4249, -0.8257, -0.6342], [-0.4907, -0.4560, 0.2383], [0.7477, -0.3940, 0.2535], [0.0018, 0.0997, -0.0243], [-0.5573, 0.5239, -0.4005], [-0.7875, -0.0353, 0.2273], [-0.1965, -0.2408, -0.0114], [-0.6037, -0.1770, 0.3159], [-0.0650, 0.2676, 0.0783], [-0.1651, -0.5551, 0.0155], [0.2117, -0.5477, 0.0008], [1.7225, -0.8192, 1.0521], [-1.7656, 0.0174, -1.0553], [1.1262, 1.1022, -1.4819], [-0.7599, 0.9596, 0.8371], [0.2494, 0.7966, -0.7625], [0.0322, -0.7903, 0.9315], [-0.5077, -0.8204, 2.3253], [-0.4542, -0.2242, -0.3205], [0.9774, -0.6934, -0.1918], [-0.5752, 0.7724, 0.0857], [0.7325, -1.0782, 0.4284], [-0.7287, 0.4636, -0.6689], [-0.0657, 0.3983, -0.1697], [-0.0222, -0.5539, 0.2168], [0.4106, -0.5435, -0.1091], [-0.0535, -0.4249, -0.3349], [0.2559, -0.3525, -0.0588], [-0.3239, -0.0432, -0.4333], [-0.2452, -0.5570, -0.1238], [0.4937, 0.6441, 0.5511], [0.0764, 0.0918, -0.2217], [-0.4877, 0.2533, 0.3217], [-0.3912, -0.0846, -0.3381], [0.5761, 0.0846, -0.7072], [0.6809, -0.4168, 0.2076], [-0.5195, 0.0989, -0.0385], [0.2108, -0.0240, -0.0426], [-0.6362, 0.1343, 0.1128], [-0.1123, 0.7986, 0.3904], [0.1126, 0.8283, -0.4097], [0.7270, 0.3101, 1.4109], [-1.2960, -0.6211, -3.0138], [-0.0609, -0.5054, 0.1836], [1.1022, -0.4946, 2.3520], [0.2971, 0.5184, -1.2421], [-0.4469, -1.4967, 0.1641], [-0.1113, 2.0121, 0.5778], [0.1008, -0.9599, -0.4144], [-0.9031, 0.4922, 0.5449], [0.0393, -0.4447, 0.3207], [1.3473, -0.2273, 0.6818], [0.1280, 0.3039, 0.0471], [0.0365, -0.2330, -0.2382], [0.0716, -0.2306, -0.4636], [-0.0478, -0.2943, -0.4012], [0.4155, 0.6684, -0.0939], [0.1544, 0.0600, -0.8816], [-0.5473, 0.0596, 0.0483], [-0.2090, -0.1406, 0.3958], [0.1919, 0.2252, -0.1725], [0.0754, 0.2503, -0.1143], [-0.0912, 0.0733, 0.1836], [0.4888, 0.0343, 0.0298], [0.0034, 0.1708, -0.0588], [-0.1723, -0.3663, 0.0991], [-0.4515, 0.0789, -0.1761], [-0.3714, 0.3317, -0.2842], [0.2971, -0.0008, 0.3269], [-0.6580, 0.1466, 0.1388], [-0.1079, 0.2712, 0.0441], [1.3810, -0.4150, 0.5272], [-0.0625, -1.4394, 0.4827], [-0.7662, -0.7183, 0.2241], [0.5656, -0.3999, -0.0434], [0.1589, 1.9942, 0.2758], [0.0754, -0.4339, -1.2280], [0.5677, -0.3911, 0.1581], [0.4684, -1.0935, 0.7955], [0.7456, -1.9840, -0.5002], [0.7479, 0.8359, 1.0375], [-0.3497, 1.5518, 0.2838], [-0.1635, 0.2898, 0.8518], [-0.0456, 0.8049, -0.6957], [0.1523, -0.3349, -0.6761], [-0.3262, -0.0258, -0.0432], [-0.1158, 0.2972, -0.6365], [-0.0707, -0.4313, -0.2578], [-0.6173, 0.6916, -0.2308], [-0.7901, -0.2613, -0.8034], [-0.1178, 0.6476, 0.3302], [-0.1065, 0.4023, 0.2033], [-0.1166, 0.3869, -0.1946], [0.4034, 0.2314, 0.3138], [-0.7556, -0.3029, -0.2952], [0.2700, -0.2236, 0.5591], [-0.6934, -0.1487, 0.0125], [0.5496, -0.5029, -0.0896], [0.0829, -0.1538, -0.1478], [-0.4046, 0.2349, 0.0610], [-0.6591, 0.8926, -0.2687]], "lowdin_charge": [0.089, -0.359, 0.265, -0.949, 0.216, -0.340, 0.112, 0.251, -0.375, 0.074, -0.324, 0.267, 0.072, -0.029, -0.417, -0.122, -0.172, -0.164, -0.455, -0.109, -0.030, -0.055, -0.036, -0.029, 0.080, 0.065, 0.082, 0.108, 0.106, 0.091, 0.105, 0.115, 0.111, 0.084, 0.075, 0.084, 0.066, 0.075, 0.073, 0.073, 0.076, 0.060, 0.090, -0.020, -0.500, -0.124, -0.179, -0.159, -0.515, -0.122, -0.003, -0.022, -0.020, -0.060, 0.067, 0.076, 0.091, 0.109, 0.118, 0.097, 0.109, 0.122, 0.122, 0.084, 0.084, 0.077, 0.087, 0.081, 0.083, 0.081, 0.083, 0.088, 0.064, -0.056, -0.442, -0.112, -0.188, -0.177, -0.482, -0.087, -0.003, -0.039, -0.024, -0.042, 0.082, 0.058, 0.084, 0.118, 0.111, 0.099, 0.106, 0.125, 0.119, 0.085, 0.071, 0.077, 0.075, 0.067, 0.069, 0.074, 0.073, 0.078, 0.078, -0.042, -0.512, -0.153, -0.226, -0.148, -0.407, -0.164, 0.015, -0.033, -0.026, -0.013, 0.083, 0.091, 0.078, 0.121, 0.119, 0.115, 0.105, 0.117, 0.115, 0.054, 0.078, 0.082, 0.071, 0.076, 0.065, 0.082, 0.054, 0.084, 0.116, -0.066, -0.490, -0.131, -0.229, -0.133, -0.459, -0.114, 0.004, -0.020, -0.048, -0.019, 0.086, 0.087, 0.078, 0.120, 0.121, 0.115, 0.106, 0.108, 0.114, 0.082, 0.066, 0.086, 0.081, 0.085, 0.082, 0.066, 0.075, 0.068, 0.078, -0.062, -0.501, -0.158, -0.147, -0.150, -0.455, -0.109, -0.014, -0.009, -0.049, -0.027, 0.082, 0.083, 0.087, 0.109, 0.110, 0.108, 0.108, 0.110, 0.109, 0.083, 0.059, 0.079, 0.080, 0.074, 0.084, 0.079, 0.079, 0.059, 0.097, -0.028, -0.488, -0.137, -0.214, -0.140, -0.420, -0.090, -0.021, -0.010, -0.049, -0.046, 0.079, 0.083, 0.084, 0.116, 0.121, 0.109, 0.108, 0.115, 0.110, 0.061, 0.085, 0.077, 0.076, 0.070, 0.084, 0.082, 0.083, 0.061, 0.040]}